# 1
This record from the Open Molecules 2025 dataset describes a molecular structure, C33H51MnN4O5PS2Se at a distorted geometry. The level of theory is ωB97M-V/def2-TZVPD.

As for the total charge: +2. The expectation value of S² is 4.18. Its multiplicity is 4. For the HOMO-LUMO gap (alpha / beta), the calculation gives 6.0 / 6.6 eV. For the largest force on an atom, the calculation gives 0.050 Eh/bohr.

Geometry as XYZ:
```
98
C33H51MnN4O5PS2Se ωB97M-V/def2-TZVPD
H -1.99475 -3.92022 3.87836
C -1.20966 3.90188 3.50334
C -4.89084 0.28534 -0.48992
C 3.24184 -3.16099 -3.42917
H -0.34539 -2.19129 3.92741
H -0.19681 -4.72972 0.21514
C 0.00442 2.77448 -2.75863
O -0.43781 0.52531 -4.77643
H -2.83663 2.20001 0.47021
H 0.93282 3.55643 3.51815
N 0.90409 2.15006 -1.99933
H -3.48984 0.71370 -2.08396
C 5.17902 0.18966 1.85409
H -1.20651 -5.48995 2.11975
H -5.62088 -0.17369 1.48963
C -0.54653 -2.65440 0.66318
H 3.40602 -4.18922 -3.73311
C -4.80024 0.37633 1.02823
H -4.89488 1.41994 1.33120
H 2.50029 4.83809 -0.73614
H -1.04572 4.29252 4.50658
H 5.89058 -2.28857 -0.33616
H 6.57688 -1.43238 1.87610
H -3.25037 0.20214 2.50295
C 4.16034 0.81631 1.17004
C 0.83394 4.93760 -2.11926
P -0.61731 0.02569 1.20589
H -0.05385 -2.27065 -0.23705
C -0.67063 -4.56197 2.32115
C -3.46733 -0.21036 1.51829
S 2.23550 -3.16881 -1.90921
C -0.95096 1.41660 3.71970
H -1.46598 0.48254 3.93778
C -0.29750 -1.69729 1.82973
O -0.39502 -0.32402 -2.53770
C -1.94750 2.56148 3.58379
O 0.36441 0.20852 0.05892
O 0.59329 -1.62931 -4.28756
C 0.14303 3.75995 2.79373
H -2.03839 -2.33369 -3.40990
H -0.30399 1.62302 4.57486
H 0.78567 -1.68023 2.02145
H -1.84725 -1.47693 3.34986
C -2.33737 0.09891 0.52618
H -3.57172 -1.29169 1.62348
H 0.05825 -4.19798 -1.88553
H -0.64037 2.14526 -3.35883
H 0.90442 0.89438 2.75955
H -2.19069 -1.88797 -5.13258
H 5.51008 0.58969 2.79894
H -0.80445 4.60626 -3.48692
H -4.75683 -0.75463 -0.78975
H 1.20974 -5.08018 -2.89069
C -0.08297 1.27813 2.46708
C 5.78687 -0.94331 1.32781
H -2.28154 -0.68990 -0.23683
C 0.84367 -4.09125 -2.62555
H 4.13594 -1.10223 -1.62591
H -2.55919 2.41924 2.69069
Se 2.39285 0.33894 -3.87695
C -2.62048 1.39342 -0.23075
H -2.62120 2.56093 4.44067
H 0.09188 -4.78640 3.06660
C 3.74876 0.31816 -0.07535
H 2.70197 -2.61668 -4.20162
N 2.75737 0.97796 -0.80009
H 0.81702 6.01325 -2.20771
C 3.28523 1.91841 -3.67212
H -1.61762 -2.72247 0.46780
N 2.71725 2.23189 -0.58876
C 4.38876 -0.79988 -0.61978
H -4.25447 2.14178 -1.40611
C -2.05573 -1.51833 -4.12352
H 1.07286 -3.97033 1.17452
C -1.04304 -2.16596 3.08916
H 1.02785 2.61956 1.18546
C 0.10309 2.63319 1.76619
O 1.76676 -1.72878 -1.72490
H -1.83550 4.62322 2.97780
H -2.82279 -0.79712 -3.87023
S -0.47669 -0.68651 -4.00574
C 1.76336 4.30604 -1.31524
C 5.39172 -1.43160 0.08789
C -3.82634 1.17309 -1.15248
H 3.66986 1.68862 1.57206
H -2.54354 -3.49794 2.26947
C -1.66044 -3.55797 2.90738
H -5.88314 0.58534 -0.82144
H -0.71801 2.82203 1.07240
H 4.20265 -2.69195 -3.24059
C -0.06480 4.15784 -2.84129
H 0.48919 -3.56213 -3.50892
N 3.82562 2.92202 -3.51586
C 1.77538 2.90999 -1.28722
Mn 1.26020 0.19106 -1.78358
C -0.00839 -4.03590 1.03468
H 0.39615 4.69648 2.29573
H -1.74706 1.68007 -0.82470
```

Mulliken atomic charge list, values in e, 5 entries: H 0.5854; C -1.0351; C -0.7820; C -0.8147; H 0.3804

---

# 2
This record from the Open Molecules 2025 dataset describes a molecular structure, C33H51Zr at a distorted geometry. The level of theory is ωB97M-V/def2-TZVPD.

As for the total charge: -1. Its multiplicity is 1. For the HOMO-LUMO gap, the calculation gives 3.4 eV. For the largest force on an atom, the calculation gives 0.064 Eh/bohr.

Geometry as XYZ:
```
85
C33H51Zr ωB97M-V/def2-TZVPD
H 2.21725 2.24997 -2.23262
H -0.50615 5.00117 -2.54390
H -2.88038 4.57900 -1.07709
H 2.97175 -4.22397 -1.88429
H -2.59983 2.92672 2.18677
C 6.27199 -2.42732 1.45230
H 5.44830 -3.50449 -0.56512
H -0.13650 -1.52081 0.32306
C -0.89603 -1.80271 -0.42463
Zr -1.43570 1.39704 -1.70600
C 2.08943 1.94196 -1.18728
C 0.26715 1.99513 0.64192
C -1.50387 3.00728 2.24199
C 0.97547 1.08396 1.58344
H -2.83742 3.65571 -2.85376
C 3.92129 -3.27431 0.88845
C -2.91444 -1.33697 -2.89773
C -2.57717 -0.14107 0.65077
H 5.03724 -1.48631 3.61306
C 0.74439 2.32002 -0.66336
H -0.38875 -1.90685 -1.39251
C -0.10928 3.34897 -1.20857
C -1.98591 -0.78602 -0.48916
C -0.86974 2.80550 0.91601
H 1.21079 4.65298 -2.27120
H -1.15331 -0.60993 2.17155
C 4.40885 -3.74312 -0.32667
H -6.02199 0.05852 -1.56979
H 1.11614 0.08398 1.14204
H 0.58657 -4.24511 1.04835
H -5.33950 0.62941 1.62396
H 1.97999 1.44968 1.85034
H -1.14268 2.26157 2.96247
C -2.67677 2.59238 -3.09750
H -5.24218 2.03537 0.53865
C 0.22083 4.19092 -2.40085
H -5.42863 1.70270 -1.82597
C 4.81374 -2.55831 1.77596
H 4.57769 -4.91957 -2.03181
H 2.24200 0.85923 -1.12911
H 6.77031 -3.40588 1.41583
H 3.44039 -5.59504 -0.84838
H 0.25976 3.60676 -3.33153
H 1.09440 -2.99274 2.84347
C 3.00628 -2.14626 3.35044
C 2.54475 -1.53676 4.63690
H 1.41477 -3.85325 -0.46383
H -1.58871 5.66847 -0.54342
H -2.47735 0.44699 2.70740
H -2.16127 -2.13745 -2.91568
C -0.00572 0.38362 -3.05815
H 0.23173 -0.68168 -2.92562
C 2.54993 -3.43931 1.32749
C -5.15621 0.64303 -1.92569
H 1.87662 -5.29835 0.47071
H 3.11162 -1.93097 5.49126
C -4.65132 1.31435 1.10790
C -2.22613 -0.40429 2.06258
C 2.12847 -2.85751 2.51978
H -1.28513 4.00061 2.66186
H -5.05270 0.42363 -2.99288
H -2.73760 -0.69198 -3.77190
H -2.76204 -1.28220 2.45756
H 2.69512 -0.44875 4.63043
C 1.56492 -4.24782 0.54932
H 6.43568 -1.93187 0.48804
H -1.28441 -2.79634 -0.13970
H -3.89912 -1.80895 -3.03758
C -1.15406 3.59305 -0.24380
C 3.79759 -4.65962 -1.30507
C -2.87444 -0.56831 -1.61344
H -2.13939 2.58729 -4.06526
H -3.68096 2.18880 -3.30470
H 6.76936 -1.83407 2.22882
H 0.94688 0.89232 -3.25454
H 2.89550 2.41670 -0.60669
C -2.11325 4.72960 -0.30481
H 1.48328 -1.73811 4.80430
H 0.41235 0.96519 2.51329
H -2.62663 4.86725 0.65681
C 4.34044 -2.01475 2.95555
H -4.12851 1.87519 1.89247
C -3.91743 0.31892 -1.16304
H -0.59047 0.45337 -4.00777
C -3.71195 0.58489 0.21908
```

Mulliken atomic charge list, values in e, 5 entries: H 0.4842; H 0.4269; H 0.1579; H 0.1715; H 0.2589